{"formula": "C42H101F2FeLi2N10O17S2", "method": "ωB97M-V/def2-TZVPD", "symbols": ["Li", "Li", "Fe", "C", "C", "C", "O", "C", "C", "C", "O", "O", "O", "H", "H", "N", "S", "O", "O", "F", "S", "O", "O", "F", "C", "C", "C", "O", "C", "N", "H", "H", "H", "H", "H", "H", "H", "H", "H", "H", "H", "C", "C", "C", "O", "C", "N", "H", "H", "H", "H", "H", "H", "H", "H", "H", "H", "H", "C", "C", "C", "O", "C", "N", "H", "H", "H", "H", "H", "H", "H", "H", "H", "H", "H", "C", "C", "C", "O", "C", "N", "H", "H", "H", "H", "H", "H", "H", "H", "H", "H", "H", "C", "C", "C", "O", "C", "N", "H", "H", "H", "H", "H", "H", "H", "H", "H", "H", "H", "C", "C", "C", "O", "C", "N", "H", "H", "H", "H", "H", "H", "H", "H", "H", "H", "H", "C", "C", "C", "O", "C", "N", "H", "H", "H", "H", "H", "H", "H", "H", "H", "H", "H", "C", "C", "C", "O", "C", "N", "H", "H", "H", "H", "H", "H", "H", "H", "H", "H", "H", "C", "C", "C", "O", "C", "N", "H", "H", "H", "H", "H", "H", "H", "H", "H", "H", "H"], "coordinates": [[3.8687, 0.3254, -2.8529], [5.0326, 2.3086, -1.0520], [-4.1829, 1.7885, -0.5658], [-0.0799, 0.6455, -2.1084], [1.3099, 0.6254, -2.1041], [2.0959, 1.0154, -0.7981], [3.2778, 1.3138, -1.0638], [1.3027, 1.1637, 0.4311], [0.0007, 1.0398, 0.4087], [-0.7444, 0.8690, -0.9289], [-2.0623, 0.9365, -1.0336], [-0.6531, 1.1174, 1.5560], [1.9348, 0.4577, -3.1622], [-0.5478, 0.5546, -3.0775], [1.8238, 1.3049, 1.3664], [5.3787, 1.5665, -3.0105], [5.4126, 2.7500, -3.9559], [4.9964, 2.4383, -5.3335], [6.2165, 3.9162, -3.6729], [3.9376, 3.3221, -3.4023], [6.8827, 1.0287, -3.5776], [8.0853, 1.8844, -3.3949], [6.8163, 0.0959, -4.6781], [7.0975, 0.0778, -2.3207], [4.2513, -0.9352, 4.7399], [3.6316, -2.2234, 4.1156], [3.4714, -3.3420, 5.2551], [4.7756, -3.8713, 5.6157], [4.7086, -4.7982, 6.6922], [2.4619, -1.8799, 3.3268], [5.3021, -1.1493, 4.9353], [3.6457, -0.6457, 5.5988], [4.1183, -0.1500, 3.9957], [4.4199, -2.5652, 3.4448], [2.9856, -4.2179, 4.8252], [2.8119, -2.9070, 6.0061], [4.5534, -4.3231, 7.6608], [5.5556, -5.4842, 6.6800], [3.8443, -5.4560, 6.6004], [2.6194, -1.3413, 2.4870], [1.7757, -1.2772, 3.7580], [0.5292, 4.6382, 2.6183], [1.9817, 4.8327, 2.3407], [2.8329, 4.5885, 3.6560], [2.8594, 5.7297, 4.5420], [3.2351, 7.0055, 4.0669], [2.3195, 3.9337, 1.2505], [0.1230, 5.4435, 3.2303], [0.2614, 3.6813, 3.0662], [0.0223, 4.7324, 1.6579], [2.1086, 5.8383, 1.9399], [3.8675, 4.5120, 3.3218], [2.5864, 3.6193, 4.0895], [2.4188, 7.7103, 4.2251], [3.4132, 7.0870, 2.9946], [4.0747, 7.3613, 4.6639], [1.8486, 3.0480, 1.3685], [1.9296, 4.3565, 0.4202], [2.8047, -3.1003, -3.1639], [4.2382, -2.7236, -2.9148], [5.2952, -3.7990, -3.4462], [6.6266, -3.6864, -2.9672], [7.4958, -4.4180, -3.9139], [4.4119, -1.4733, -3.6099], [2.7887, -3.2995, -4.2354], [2.1288, -2.3133, -2.8297], [2.5294, -4.0803, -2.7742], [4.2246, -2.5051, -1.8471], [5.3063, -3.8036, -4.5361], [4.9081, -4.7466, -3.0715], [8.5094, -4.2069, -3.5732], [7.4395, -3.9191, -4.8814], [7.3867, -5.4971, -4.0217], [5.4128, -1.5211, -3.7368], [3.9450, -1.5118, -4.5047], [-4.8344, -2.0677, -4.3663], [-4.0285, -2.4589, -3.1373], [-2.6443, -3.2280, -3.4073], [-1.7610, -2.2888, -4.0580], [-0.4191, -2.6945, -3.8972], [-3.8409, -1.1727, -2.4338], [-4.3126, -1.3853, -5.0372], [-5.8206, -1.6880, -4.0994], [-4.8188, -2.9517, -5.0038], [-4.5296, -3.1708, -2.4814], [-2.6804, -4.0837, -4.0814], [-2.2256, -3.6046, -2.4740], [-0.3098, -3.7771, -3.9614], [-0.2188, -2.4815, -2.8471], [0.2986, -2.0167, -4.3593], [-3.0083, -0.7637, -2.8333], [-4.5404, -0.5005, -2.7147], [-0.1264, 3.1023, -5.3572], [-0.6247, 1.6576, -5.7724], [-1.3830, 1.5401, -7.1305], [-2.4480, 2.4215, -7.0944], [-3.6930, 1.8976, -6.6914], [0.6169, 0.8092, -5.7808], [-0.0675, 3.1083, -4.2688], [-0.7248, 3.9660, -5.6469], [0.8631, 3.3510, -5.7408], [-1.3516, 1.3527, -5.0196], [-1.7639, 0.5190, -7.1494], [-0.6927, 1.4563, -7.9699], [-4.4227, 2.6927, -6.8442], [-3.8306, 1.4078, -5.7274], [-4.0630, 1.1041, -7.3407], [0.3600, -0.1675, -5.7767], [1.0422, 0.7571, -4.8662], [-3.4512, 4.3958, 2.8145], [-3.9127, 3.8060, 1.4426], [-3.1995, 4.3470, 0.0785], [-3.5847, 3.6614, -1.1056], [-2.9999, 4.1659, -2.2632], [-3.6347, 2.4127, 1.4516], [-3.8553, 3.8713, 3.6804], [-3.6615, 5.4648, 2.8475], [-2.3717, 4.3482, 2.9573], [-4.9942, 3.8468, 1.3125], [-2.1276, 4.1895, 0.1982], [-3.3565, 5.4221, -0.0084], [-3.4420, 3.7658, -3.1756], [-1.9229, 4.0024, -2.3015], [-3.2071, 5.2203, -2.4456], [-2.6566, 2.2254, 1.6198], [-4.0995, 2.2507, 2.3335], [0.5745, -4.8866, 2.3186], [1.1591, -4.2939, 1.0129], [0.4545, -2.9467, 0.6887], [-0.9060, -3.2454, 0.5702], [-1.7810, -2.1870, 0.4592], [2.5957, -4.2187, 1.1554], [1.1349, -5.7944, 2.5419], [-0.4929, -5.0902, 2.4041], [0.8744, -4.2864, 3.1776], [1.0031, -4.8476, 0.0871], [0.7489, -2.5261, -0.2728], [0.7765, -2.2569, 1.4688], [-2.8190, -2.5192, 0.4466], [-1.6424, -1.7162, -0.5141], [-1.5760, -1.5556, 1.3237], [2.8122, -4.9149, 1.8544], [2.8147, -3.3715, 1.6598], [-0.4694, -1.3517, 5.8922], [-0.7620, -0.6090, 4.5851], [-2.0559, 0.4376, 4.7385], [-3.2599, -0.2187, 5.2045], [-3.8210, -1.2275, 4.3665], [0.5307, 0.0738, 4.3196], [-0.1501, -0.6606, 6.6723], [0.4082, -1.9690, 5.7002], [-1.2270, -1.9571, 6.3898], [-0.8265, -1.3821, 3.8194], [-2.2199, 0.6968, 3.6926], [-1.9400, 1.3051, 5.3883], [-3.1469, -2.0654, 4.1887], [-4.0581, -0.7651, 3.4083], [-4.6035, -1.7102, 4.9520], [0.3702, 0.6520, 3.5072], [0.8117, 0.6992, 5.0612], [-5.9641, -2.0855, 0.7265], [-6.0985, -0.5121, 0.5286], [-6.9616, 0.3015, 1.5264], [-5.9752, 0.7491, 2.4991], [-6.5935, 1.1133, 3.7168], [-4.7111, -0.0359, 0.2328], [-5.1673, -2.3889, 1.4056], [-5.7714, -2.4830, -0.2700], [-6.8854, -2.5601, 1.0643], [-6.6668, -0.3801, -0.3921], [-7.7320, -0.3722, 1.9013], [-7.4100, 1.1914, 1.0847], [-7.2513, 0.3826, 4.1875], [-7.1721, 1.9966, 3.4468], [-5.8181, 1.3028, 4.4591], [-4.2979, -0.3023, 1.1151], [-4.3501, -0.7379, -0.3973]], "forces_ev_per_a": [[-0.907, -0.229, -0.145], [-0.770, -0.257, -0.139], [2.746, -1.266, 1.764], [0.880, 0.045, 0.964], [0.732, 0.629, 1.883], [-3.022, -0.638, -2.598], [2.415, 0.379, 1.110], [6.164, -0.187, -1.407], [-7.341, -0.463, -0.031], [-2.128, 0.546, 0.857], [-0.463, 0.518, 1.340], [0.413, 0.121, -1.539], [1.658, -0.381, -0.456], [-0.438, -0.053, 0.139], [0.025, -0.206, 0.172], [3.615, -1.970, 0.880], [-6.743, 8.142, -5.395], [2.079, 0.108, 2.549], [-0.102, -1.916, -0.045], [0.747, -0.379, 0.284], [5.838, -3.708, 1.803], [-3.844, -1.275, -1.055], [-0.493, 1.740, 1.012], [-0.520, -0.279, 0.160], [-0.636, -0.959, -0.492], [1.396, 0.743, 0.933], [0.370, -0.066, -2.446], [-0.756, 1.043, 0.503], [-0.771, -0.254, -0.199], [-0.957, -1.111, -0.131], [-0.093, 0.485, 0.476], [0.394, 0.071, 0.347], [0.415, 0.129, 0.003], [-0.204, -0.477, -0.210], [-0.646, 0.110, -0.127], [0.494, -0.152, 0.801], [0.471, 0.272, 0.091], [0.302, 0.552, -0.003], [-0.338, -0.119, -0.355], [1.019, -0.225, -0.213], [-0.058, -0.047, 1.000], [-1.340, 1.013, 0.179], [0.020, -0.636, 1.249], [1.349, 2.160, -2.354], [-1.275, -1.504, 0.386], [-0.346, 0.173, -0.064], [1.173, -0.075, -0.191], [-0.035, -0.041, 0.355], [0.211, -0.155, 0.001], [-0.346, -0.163, -0.092], [0.338, 0.080, 0.381], [0.203, -0.448, -0.288], [-0.398, 0.516, 0.754], [-0.229, -0.028, 0.260], [0.519, -0.402, -0.022], [0.204, -0.074, -0.281], [-0.012, 0.227, 0.062], [0.074, -0.208, -0.357], [0.223, -1.687, -0.836], [-0.096, -0.763, 0.340], [-1.466, -0.055, 1.770], [0.253, -0.665, -1.421], [0.561, 1.811, 0.872], [1.174, 0.790, 0.521], [-0.762, 0.454, -0.424], [0.040, -0.107, -0.229], [-0.047, 0.163, 0.618], [1.133, -0.414, 0.268], [-0.337, 0.179, -0.182], [-0.132, -0.418, -0.302], [-0.044, -0.208, 0.199], [-0.299, -0.191, -0.208], [-0.646, 0.038, 0.382], [0.325, 1.062, -0.826], [0.206, -0.021, -0.410], [0.842, -1.858, -0.968], [0.804, 0.170, -0.473], [-0.435, 2.178, -0.705], [-0.614, -0.268, -0.132], [-0.156, 0.632, 2.080], [0.987, -0.342, 1.098], [0.198, 0.548, 0.552], [-0.029, -0.259, -0.213], [-1.106, -0.232, -0.151], [-0.584, 0.126, -0.082], [-0.849, -0.174, 0.010], [0.091, 0.336, 0.350], [0.398, 0.036, -0.885], [0.377, -0.214, 0.572], [-0.315, -0.498, -0.917], [0.668, 0.121, 0.290], [-0.521, -0.275, -0.305], [-0.295, -0.536, -0.257], [1.697, 0.883, -0.458], [1.030, -1.955, 2.159], [-0.760, 0.789, -0.402], [-0.763, -0.175, -1.217], [-1.189, -0.191, -0.005], [0.165, 0.048, 0.149], [-0.587, -0.368, -0.135], [0.124, -0.508, -0.070], [-0.151, -0.140, 0.276], [-0.309, -0.416, 0.176], [-0.136, 1.492, -0.410], [0.100, 0.141, 0.437], [0.789, 0.535, 0.744], [0.336, -0.201, -0.649], [-0.584, -0.519, -0.913], [0.427, 1.114, 0.477], [0.361, 1.075, -1.337], [1.280, 1.708, -1.744], [0.240, 0.902, 2.586], [-1.878, -0.969, 1.406], [0.721, 0.776, -2.218], [-0.788, -1.013, -0.430], [-0.524, 0.021, -0.248], [-0.355, -0.044, 0.322], [0.205, -0.285, -0.414], [-0.144, 0.668, 0.111], [0.204, -0.053, 0.139], [-0.210, -0.006, -0.322], [-0.079, -0.844, 0.359], [0.008, -0.144, 0.214], [0.033, 0.312, 0.841], [0.793, -0.352, -0.229], [-0.327, -2.009, -0.008], [0.393, -0.361, -0.020], [-1.278, 0.476, -0.245], [0.986, -0.639, -0.207], [-0.335, -1.767, 0.614], [0.344, 0.492, -0.215], [0.529, 0.604, 0.029], [-0.274, -0.515, -0.277], [0.065, 0.051, -0.420], [-0.134, 0.690, -0.176], [-0.536, -0.829, 0.395], [0.620, 0.077, -0.247], [-0.755, 0.437, 0.396], [0.013, -0.423, 0.319], [0.103, 0.769, 0.061], [-0.439, 0.857, -0.184], [0.499, -0.365, -0.146], [0.052, 0.334, 0.104], [0.240, -0.087, 0.502], [0.011, 1.211, 2.584], [0.243, -3.161, -1.289], [0.621, 0.148, 0.245], [1.210, 0.157, 0.657], [-1.235, 0.384, -0.744], [-0.007, 0.359, -0.018], [-0.070, -0.274, 0.043], [-0.339, -0.020, -0.597], [-0.785, 0.427, -0.396], [-0.099, 0.729, -0.213], [0.542, -0.259, -0.038], [0.535, 0.081, -0.163], [-0.676, -0.244, -0.116], [-0.573, 0.576, -0.418], [0.213, 0.272, -0.460], [-0.167, -0.019, 0.395], [-0.689, 1.173, -0.118], [-1.337, -1.117, -1.320], [3.045, -0.194, 0.163], [-1.113, -1.346, 0.013], [0.061, 0.765, 0.119], [-1.341, 0.402, 0.610], [0.080, 0.224, 0.039], [0.248, -0.150, 0.081], [-0.081, 0.216, 0.082], [0.024, -0.299, -0.377], [0.022, 0.176, 0.419], [-0.171, -0.020, -0.215], [-0.074, -0.419, -0.470], [-0.233, 0.332, 0.794], [0.069, 0.327, -0.165], [1.080, 0.838, 0.362], [0.563, -0.262, -1.017]], "energy_ev": -156785.8753, "multiplicity": 5, "total_charge": 1, "lumo_ev": [-4.70, -4.90]}